[1]
C30H38MnN5O3PS3 | wB97M-V/def2-TZVPD

Positions of all 81 atoms, in Å:
1 Mn -1.581 -0.391 0.941
2 C 1.848 -0.232 3.774
3 C 0.614 -0.695 3.028
4 N -0.354 0.091 2.709
5 N -0.337 1.391 3.169
6 C -1.276 2.106 2.598
7 O -2.068 1.687 1.704
8 C -1.372 3.588 2.917
9 C -0.434 4.140 3.763
10 C -0.416 5.487 3.990
11 C -1.330 6.292 3.384
12 C -2.390 5.736 2.644
13 C -2.403 4.405 2.392
14 C 0.581 -2.090 2.589
15 C 1.676 -2.911 2.846
16 C 1.603 -4.219 2.400
17 C 0.461 -4.664 1.727
18 C -0.585 -3.720 1.428
19 N -0.517 -2.465 1.930
20 H 1.694 0.711 4.264
21 H 2.657 -0.139 3.036
22 H 2.190 -0.893 4.554
23 H 0.335 3.475 4.109
24 H 0.238 5.833 4.757
25 H -1.392 7.356 3.653
26 H -3.056 6.489 2.181
27 H -3.157 3.990 1.765
28 H 2.543 -2.610 3.433
29 H 2.275 -4.974 2.752
30 H 0.384 -5.749 1.556
31 H -1.490 -4.004 0.989
32 C -1.527 1.738 -3.025
33 S -2.404 2.162 -1.573
34 C -1.033 3.114 -0.716
35 O -2.600 0.863 -0.857
36 H -1.202 2.680 -3.453
37 H -2.032 1.134 -3.792
38 H -0.668 1.132 -2.669
39 H -0.947 4.103 -1.231
40 H -0.071 2.533 -0.806
41 H -1.331 3.229 0.288
42 C -3.772 -3.457 -1.942
43 C -3.376 -2.064 -1.434
44 O -2.219 -2.078 -0.600
45 H -4.504 -3.373 -2.707
46 H -4.132 -4.140 -1.136
47 H -2.834 -3.896 -2.328
48 H -4.165 -1.559 -0.850
49 H -3.242 -1.360 -2.246
50 H -1.459 -2.362 -1.189
51 S -0.027 -1.998 -3.017
52 P 1.337 -0.972 -2.076
53 S 1.002 -0.241 -0.235
54 C 1.890 0.430 -3.067
55 C 2.908 1.228 -2.509
56 C 3.385 2.357 -3.098
57 C 2.839 2.752 -4.327
58 C 1.897 1.917 -4.948
59 C 1.433 0.769 -4.327
60 C 2.786 -2.124 -1.967
61 C 3.042 -2.804 -0.823
62 C 4.026 -3.822 -0.728
63 C 4.694 -4.156 -1.877
64 C 4.467 -3.426 -3.089
65 C 3.504 -2.471 -3.128
66 H 3.298 0.878 -1.525
67 H 4.083 3.013 -2.604
68 H 3.152 3.695 -4.751
69 H 1.397 2.142 -5.911
70 H 0.554 0.213 -4.797
71 H 2.465 -2.558 0.079
72 H 4.229 -4.383 0.236
73 H 5.443 -4.907 -1.844
74 H 4.979 -3.768 -4.007
75 H 3.277 -2.008 -4.064
76 N -4.073 -0.142 3.000
77 N -3.750 -0.449 1.626
78 H -3.909 0.873 3.117
79 H -3.364 -0.594 3.547
80 H -4.121 0.359 1.076
81 H -4.264 -1.221 1.325

Its LUMO energy (alpha / beta) is -0.0062 / -0.0083 Ha. The orbital gap (alpha / beta) comes out at 7.60 / 7.64 eV. As for the total energy: -4352.44500 Eh. The calculation puts the maximum force at 3.71 eV Å⁻¹. The value obtained for the energy above the lowest of the compared OMol25 structures with the same formula, charge and spin is 16.05 kcal per mole. As for the expectation value of S²: 8.7532. Its spin multiplicity is 6. The value obtained for the highest occupied orbital energy (alpha / beta) is -7.77 / -7.87 eV.



[2]
C30H38N3 | wB97M-V/def2-TZVPD

Positions of all 71 atoms, in Å:
1 C -3.874 -0.824 1.970
2 C -2.746 -1.302 1.069
3 C -1.420 -0.658 1.459
4 N -1.468 0.781 1.679
5 C -0.278 1.458 1.735
6 C 0.924 0.832 1.513
7 C -0.367 2.957 1.920
8 C -0.426 3.793 0.791
9 C -0.711 5.155 0.923
10 C -0.883 5.717 2.195
11 C -0.697 4.917 3.329
12 C -0.452 3.544 3.196
13 C -2.696 1.438 2.115
14 C -4.010 0.683 1.866
15 H -4.807 -1.308 1.675
16 H -3.648 -1.103 3.008
17 H -2.629 -2.387 1.155
18 H -2.964 -1.068 0.019
19 H -1.035 -1.165 2.361
20 H -0.712 -0.854 0.647
21 H 1.810 1.457 1.449
22 H 1.001 -0.236 1.323
23 H -0.289 3.343 -0.196
24 H -0.824 5.771 0.029
25 H -1.148 6.769 2.300
26 H -0.777 5.363 4.323
27 H -0.355 2.917 4.087
28 H -2.640 1.659 3.197
29 H -2.768 2.418 1.621
30 H -4.378 0.969 0.874
31 H -4.739 1.033 2.605
32 C 8.078 -2.262 -0.873
33 N 7.322 -2.853 0.213
34 C 7.796 -4.141 0.666
35 C 6.319 -2.189 0.865
36 C 5.262 -2.930 1.462
37 C 4.233 -2.282 2.101
38 C 4.325 -0.892 2.377
39 C 3.333 -0.285 3.175
40 C 3.564 0.766 4.091
41 C 2.545 1.730 4.287
42 C 2.724 2.818 5.105
43 C 3.859 2.872 5.959
44 N 4.007 3.877 6.874
45 C 4.994 3.787 7.934
46 C 3.528 5.221 6.635
47 C 4.838 1.847 5.861
48 C 4.749 0.888 4.876
49 C 5.408 -0.150 1.816
50 C 6.328 -0.767 0.989
51 H 7.408 -1.772 -1.591
52 H 8.819 -1.531 -0.519
53 H 8.596 -3.077 -1.385
54 H 7.048 -4.665 1.259
55 H 8.047 -4.742 -0.211
56 H 8.695 -4.037 1.294
57 H 5.257 -4.018 1.386
58 H 3.366 -2.840 2.463
59 H 2.340 -0.734 3.165
60 H 1.634 1.604 3.702
61 H 1.968 3.598 5.135
62 H 4.891 2.846 8.489
63 H 6.018 3.841 7.540
64 H 4.814 4.635 8.607
65 H 2.643 5.226 5.995
66 H 3.290 5.669 7.605
67 H 4.308 5.836 6.154
68 H 5.686 1.847 6.553
69 H 5.568 0.187 4.741
70 H 5.466 0.922 2.011
71 H 7.105 -0.176 0.500

Its LUMO energy is -0.1542 Ha. The orbital gap comes out at 5.54 eV. As for the total energy: -1329.93744 Eh. The calculation puts the maximum force at 1.14 eV Å⁻¹. The value obtained for the energy above the lowest of the compared OMol25 structures with the same formula, charge and spin is 0.00 kcal per mole. Its spin multiplicity is 1. The value obtained for the highest occupied orbital energy is -9.74 eV. Its charge is +1.



[3]
C30H39F15IO20S5Si | wB97M-V/def2-TZVPD

Positions of all 111 atoms, in Å:
1 C 0.054 -1.817 2.689
2 Si 0.940 -0.659 1.506
3 C 2.680 -1.379 1.260
4 C 0.082 -0.569 -0.167
5 C 0.058 0.804 -0.861
6 C -1.323 1.195 -1.374
7 F -1.184 2.502 -1.864
8 F -1.530 0.451 -2.551
9 C -2.426 1.107 -0.316
10 I -3.675 -0.661 -0.759
11 C -3.347 2.326 -0.325
12 C -3.844 2.780 1.061
13 C -4.992 2.005 1.655
14 F -4.589 0.811 2.155
15 F -5.969 1.760 0.741
16 C -5.678 2.746 2.869
17 F -4.812 3.675 3.355
18 F -5.944 1.899 3.885
19 C -6.980 3.548 2.559
20 F -6.767 4.265 1.431
21 F -7.162 4.423 3.575
22 C -8.370 2.834 2.382
23 F -9.266 3.855 2.399
24 F -8.479 2.238 1.183
25 C -8.851 1.838 3.491
26 F -10.204 1.850 3.441
27 F -8.487 2.297 4.703
28 C -8.404 0.330 3.326
29 F -7.421 0.194 2.439
30 F -9.449 -0.411 2.918
31 F -7.992 -0.141 4.512
32 C 1.092 1.028 2.338
33 C 2.254 1.370 3.042
34 C 2.398 2.608 3.663
35 C 1.367 3.540 3.587
36 C 0.194 3.218 2.909
37 C 0.059 1.976 2.296
38 H 0.748 -2.031 3.510
39 H -0.845 -1.383 3.126
40 H -0.179 -2.774 2.214
41 H 2.868 -2.194 1.960
42 H 2.712 -1.806 0.256
43 H 3.471 -0.630 1.305
44 H 0.605 -1.279 -0.816
45 H -0.929 -0.959 -0.041
46 H 0.406 1.621 -0.228
47 H 0.726 0.783 -1.730
48 H -2.786 3.184 -0.682
49 H -4.203 2.229 -1.010
50 H -3.010 2.708 1.761
51 H -4.170 3.821 0.972
52 H 3.074 0.663 3.118
53 H 3.315 2.849 4.185
54 H 1.477 4.515 4.045
55 H -0.609 3.940 2.834
56 H -0.855 1.736 1.754
57 C 4.188 -5.552 -2.859
58 C 4.183 -6.687 -1.853
59 O 4.389 -6.031 -0.594
60 S 3.676 -4.593 -0.608
61 O 2.400 -4.687 0.002
62 O 4.640 -3.642 -0.188
63 O 3.477 -4.501 -2.186
64 H 5.198 -5.210 -3.081
65 H 3.668 -5.800 -3.779
66 H 4.982 -7.405 -2.009
67 H 3.222 -7.203 -1.833
68 C -4.030 -1.621 -4.935
69 C -4.001 -2.331 -6.275
70 O -3.136 -3.451 -6.055
71 S -3.292 -3.970 -4.541
72 O -4.191 -5.072 -4.510
73 O -1.993 -4.082 -3.991
74 O -4.052 -2.692 -3.987
75 H -3.138 -1.017 -4.759
76 H -4.918 -1.011 -4.794
77 H -3.591 -1.719 -7.073
78 H -4.990 -2.699 -6.558
79 C 7.936 2.711 5.303
80 C 8.076 3.382 3.951
81 O 6.810 4.023 3.759
82 S 6.225 4.523 5.158
83 O 6.529 5.896 5.349
84 O 4.901 4.035 5.275
85 O 7.206 3.664 6.088
86 H 7.358 1.787 5.239
87 H 8.892 2.519 5.783
88 H 8.239 2.679 3.139
89 H 8.862 4.140 3.954
90 C 7.896 -9.614 -4.675
91 C 8.093 -9.015 -6.054
92 O 6.875 -8.292 -6.287
93 S 6.331 -7.685 -4.917
94 O 6.749 -6.336 -4.791
95 O 4.967 -8.049 -4.774
96 O 7.229 -8.576 -3.941
97 H 7.252 -10.495 -4.703
98 H 8.830 -9.852 -4.175
99 H 8.211 -9.763 -6.832
100 H 8.930 -8.316 -6.078
101 C -2.042 7.719 -1.640
102 C -3.032 6.583 -1.477
103 O -2.230 5.411 -1.624
104 S -0.769 5.653 -1.020
105 O -0.708 5.176 0.312
106 O 0.191 5.288 -1.993
107 O -0.875 7.261 -0.955
108 H -1.796 7.890 -2.690
109 H -2.380 8.645 -1.182
110 H -3.806 6.576 -2.240
111 H -3.490 6.582 -0.485

Its LUMO energy is 0.0435 Ha. The orbital gap comes out at 4.18 eV. As for the total energy: -6747.41161 Eh. The calculation puts the maximum force at 0.55 eV Å⁻¹. Its spin multiplicity is 1. The value obtained for the highest occupied orbital energy is -3.00 eV. Its charge is -1.



[4]
C30H39FN7O3SSiTi | wB97M-V/def2-TZVPD

Positions of all 83 atoms, in Å:
1 Ti 8.622 10.864 13.217
2 O 6.641 14.216 12.724
3 C 7.613 13.427 12.683
4 N 7.613 12.184 12.116
5 C 6.599 11.910 11.117
6 C 6.817 12.746 9.875
7 C 6.444 14.129 9.668
8 C 6.809 14.754 8.464
9 C 7.331 14.005 7.419
10 C 7.724 12.704 7.756
11 N 7.346 12.097 8.873
12 C 8.901 13.712 13.406
13 C 9.146 15.049 13.910
14 C 10.301 15.276 14.562
15 C 11.177 14.187 14.815
16 C 10.891 12.902 14.337
17 N 9.752 12.703 13.602
18 H 6.577 10.876 10.923
19 H 5.684 12.235 11.515
20 H 6.013 14.684 10.480
21 H 6.594 15.835 8.323
22 H 7.480 14.489 6.484
23 H 8.342 12.111 7.049
24 H 8.327 15.784 13.870
25 H 10.601 16.225 15.019
26 H 12.060 14.313 15.420
27 H 11.549 12.018 14.518
28 C 12.845 10.178 12.425
29 Si 11.105 9.465 12.369
30 C 10.908 7.684 11.806
31 C 9.516 9.829 10.062
32 N 10.278 9.674 13.920
33 C 10.840 9.208 15.090
34 C 12.047 8.431 15.090
35 C 12.524 7.910 16.290
36 C 11.767 7.977 17.468
37 C 10.496 8.579 17.445
38 C 10.220 9.422 16.371
39 F 9.358 10.470 16.589
40 H 13.695 9.439 12.430
41 H 12.981 10.897 13.276
42 H 13.015 10.811 11.494
43 H 11.153 7.604 10.713
44 H 9.891 7.340 11.956
45 H 11.536 6.922 12.384
46 H 8.784 10.556 9.581
47 H 10.579 11.358 11.041
48 H 9.070 8.903 10.418
49 H 12.656 8.384 14.202
50 H 13.442 7.336 16.268
51 H 12.061 7.522 18.387
52 H 9.847 8.561 18.357
53 O 5.601 10.428 15.772
54 S 6.831 11.288 15.925
55 N 7.741 11.109 14.762
56 N 10.121 10.455 11.290
57 C 10.656 9.531 9.049
58 N 10.726 9.139 7.838
59 C 12.054 9.189 7.200
60 C 12.160 8.148 6.136
61 C 11.233 6.932 6.410
62 C 9.724 7.309 6.406
63 C 9.586 8.784 6.890
64 H 12.699 9.077 8.082
65 H 12.153 10.209 6.766
66 H 13.211 7.852 6.097
67 H 11.893 8.491 5.135
68 H 11.437 6.489 7.426
69 H 11.302 6.075 5.678
70 H 9.260 6.640 7.086
71 H 9.323 7.194 5.383
72 H 8.725 9.009 7.468
73 H 9.649 9.512 6.051
74 C 5.578 8.092 12.197
75 C 6.785 8.518 12.953
76 C 7.000 7.761 14.163
77 O 7.605 9.336 12.476
78 H 5.247 8.905 11.476
79 H 4.845 7.819 12.987
80 H 5.832 7.178 11.578
81 H 6.505 8.326 14.951
82 H 8.041 7.544 14.421
83 H 6.484 6.784 14.214

Its LUMO energy (alpha / beta) is 0.0820 / 0.0819 Ha. The orbital gap (alpha / beta) comes out at 3.95 / 6.33 eV. As for the total energy: -3412.62671 Eh. The calculation puts the maximum force at 2.69 eV Å⁻¹. The value obtained for the energy above the lowest of the compared OMol25 structures with the same formula, charge and spin is 41.07 kcal per mole. As for the expectation value of S²: 2.0491. Its spin multiplicity is 3. The value obtained for the highest occupied orbital energy (alpha / beta) is -1.72 / -4.11 eV. Its charge is -1.



[5]
C30H39IrN8O2SSe | wB97M-V/def2-TZVPD

Positions of all 82 atoms, in Å:
1 Ir 0.427 1.320 0.211
2 N 1.072 0.078 8.242
3 C 1.223 -0.013 6.919
4 C 0.988 -1.234 6.233
5 C 1.117 -1.306 4.864
6 C 1.492 -0.171 4.149
7 C 1.737 1.037 4.795
8 C 1.611 1.124 6.162
9 S 1.490 -0.195 2.371
10 O 1.974 -1.408 1.776
11 O 2.123 1.023 1.836
12 N -0.062 0.056 1.931
13 C -0.904 -0.840 1.406
14 N -1.416 -0.440 0.222
15 C -2.359 -1.174 -0.342
16 C -2.815 -2.346 0.243
17 C -2.177 -2.723 1.423
18 N -1.250 -1.980 1.984
19 H 0.794 -0.714 8.804
20 H 1.237 0.955 8.716
21 H 0.703 -2.106 6.802
22 H 0.939 -2.236 4.347
23 H 2.038 1.890 4.209
24 H 1.800 2.056 6.672
25 H -2.758 -0.824 -1.288
26 H -3.606 -2.928 -0.198
27 H -2.424 -3.645 1.936
28 C 6.337 4.565 -1.825
29 C 5.013 4.128 -2.430
30 C 4.757 2.623 -2.372
31 C 4.393 2.143 -0.954
32 N 4.550 0.716 -0.846
33 C 3.611 -0.242 -1.008
34 Se 1.808 -0.019 -1.433
35 N 4.190 -1.456 -0.942
36 C 3.521 -2.726 -1.081
37 C 3.251 -3.081 -2.549
38 C 4.516 -3.215 -3.395
39 C 4.200 -3.639 -4.819
40 C 5.539 -1.288 -0.738
41 C 6.588 -2.192 -0.608
42 C 7.856 -1.667 -0.456
43 C 8.085 -0.285 -0.419
44 C 7.054 0.624 -0.536
45 C 5.771 0.103 -0.692
46 H 6.455 5.638 -1.952
47 H 7.175 4.067 -2.310
48 H 6.391 4.354 -0.756
49 H 5.008 4.424 -3.482
50 H 4.191 4.664 -1.950
51 H 5.655 2.094 -2.702
52 H 3.942 2.360 -3.052
53 H 3.361 2.401 -0.692
54 H 5.064 2.607 -0.226
55 H 2.583 -2.676 -0.518
56 H 4.158 -3.484 -0.623
57 H 2.595 -2.322 -2.991
58 H 2.713 -4.030 -2.563
59 H 5.186 -3.957 -2.952
60 H 5.064 -2.267 -3.412
61 H 3.734 -4.625 -4.834
62 H 5.107 -3.685 -5.417
63 H 3.500 -2.949 -5.289
64 H 6.425 -3.256 -0.616
65 H 8.696 -2.335 -0.360
66 H 9.094 0.071 -0.287
67 H 7.243 1.686 -0.506
68 C -4.358 3.656 -1.278
69 C -2.894 3.538 -1.284
70 C -1.937 4.274 -1.976
71 C -0.704 3.728 -1.637
72 N -0.884 2.711 -0.777
73 N -2.220 2.614 -0.576
74 C 0.650 4.137 -2.070
75 H -4.658 4.676 -1.506
76 H -4.779 3.353 -0.321
77 H -4.779 3.008 -2.049
78 H -2.121 5.094 -2.640
79 H -2.608 1.909 0.033
80 H 0.843 5.165 -1.769
81 H 0.734 4.085 -3.154
82 H 1.394 3.483 -1.610

Its LUMO energy (alpha / beta) is -0.2857 / -0.4235 Ha. The orbital gap (alpha / beta) comes out at 7.87 / 4.25 eV. As for the total energy: -4658.05629 Eh. The calculation puts the maximum force at 3.59 eV Å⁻¹. The value obtained for the energy above the lowest of the compared OMol25 structures with the same formula, charge and spin is 13.34 kcal per mole. As for the expectation value of S²: 8.8109. Its spin multiplicity is 6. The value obtained for the highest occupied orbital energy (alpha / beta) is -15.64 / -15.78 eV. Its charge is +3.